Entry from OMol25: C4H7NO2 in the gas phase (wB97M-V/def2-TZVPD).

```
! wB97M-V def2-TZVPD RIJCOSX def2/J DEFGRID3
* xyz 0 1
C -1.014 -0.095 0.201
H -0.695 -1.944 -0.800
H 1.017 1.134 -0.794
H -1.973 0.274 -0.181
H -0.467 -0.774 1.884
C -0.220 1.091 0.767
H -0.469 2.115 0.446
H 2.651 0.429 -0.299
H -0.575 -0.585 -1.929
O 0.607 0.902 1.637
N 1.144 -0.935 -0.722
C -0.306 -0.926 -0.917
C 1.636 0.223 -0.634
O -1.250 -0.908 1.322
*
```

LUMO level = 0.5 eV
Energy above the lowest of the compared OMol25 structures with the same formula, charge and spin = 280.2 kJ/mol
SMILES = C=NC[C@@H](O)C=O